79
Properties=species:S:1:pos:R:3:forces:R:3:mulliken_charge:R:1 method="wB97M-V/def2-TZVPD" spin_multiplicity=1 fmax_ev_per_a=5.53 total_energy_ev=-774751.1100 charge=-3 homo_lumo_gap_ha=0.27418 relative_energy_kcal_mol=68.7
O 14.598158 -8.452690 -15.952628 -1.9 2.7 -1.0 -0.65
C 13.741137 -7.646903 -16.355206 2.4 -2.7 1.3 0.44
O 12.469144 -7.904778 -16.423348 -0.6 0.1 0.3 0.00
B 11.730574 -6.872974 -17.159218 0.4 -1.3 -0.6 1.27
O 12.813948 -5.934239 -17.610065 0.8 0.2 1.3 -0.58
C 13.990060 -6.277448 -17.005008 1.7 1.0 -2.4 0.28
O 15.090923 -5.737922 -17.219037 -3.2 -1.1 1.0 -0.68
O 10.640499 -6.303050 -16.319399 0.9 0.3 -0.1 -0.35
C 9.493578 -6.345828 -16.973820 -0.9 0.3 0.2 0.85
O 8.437464 -5.904777 -16.556677 1.5 -0.6 -0.8 -0.72
C 9.806572 -7.076227 -18.319488 -1.4 -0.8 -1.1 0.31
O 11.049265 -7.539864 -18.339430 0.0 1.9 1.4 -0.44
O 8.992835 -7.251990 -19.191190 0.5 0.6 0.4 -0.63
O 10.851994 -9.326286 -12.586158 -1.2 -0.3 -1.7 -0.50
C 10.501003 -9.670603 -13.718747 3.5 0.0 2.8 0.42
O 9.345049 -9.528039 -14.250406 -1.3 -0.4 -0.5 -0.13
B 9.381783 -10.192853 -15.576666 0.8 0.4 -0.8 1.54
O 10.848065 -10.456526 -15.859692 -2.4 -0.4 -0.4 -0.20
C 11.487866 -10.344373 -14.744147 3.5 -0.1 1.2 0.43
O 12.669917 -10.640313 -14.550539 -3.0 0.8 0.0 -0.69
O 8.558508 -11.426833 -15.671299 -0.5 0.0 -0.2 -0.45
C 7.665428 -11.288223 -16.659312 0.0 -1.3 -1.6 0.31
O 7.001518 -12.175915 -17.182245 0.7 1.6 1.6 -0.68
C 7.847508 -9.847797 -17.240793 -0.1 1.6 -2.1 0.26
O 8.820725 -9.280844 -16.535945 -0.4 0.1 -0.3 -0.59
O 7.356222 -9.313090 -18.226321 0.1 -1.8 2.3 -0.67
O 10.590551 -11.141422 -18.989302 -0.1 -2.2 1.4 -0.68
C 10.524376 -12.312932 -18.611315 0.6 4.9 -2.6 0.77
O 9.713607 -13.167171 -19.166788 -1.0 -1.2 0.2 -0.60
B 9.958628 -14.425679 -18.507161 -0.9 -1.4 -0.6 1.37
O 11.188249 -14.255107 -17.768682 -0.3 -3.1 1.2 -0.59
C 11.498468 -13.030130 -17.732319 2.9 4.3 1.8 0.70
O 12.421948 -12.468742 -17.150244 -1.5 -1.7 -1.1 -0.65
O 10.231069 -15.529768 -19.453328 -0.3 -1.1 -1.2 -0.63
C 9.380619 -16.533283 -19.370624 0.0 -0.8 0.3 0.48
O 9.290745 -17.536532 -20.067866 0.3 1.7 1.0 -0.67
C 8.457767 -16.206795 -18.133426 -1.8 1.5 -0.3 0.55
O 8.759019 -14.909847 -17.756504 0.1 -2.3 0.0 -0.22
O 7.479456 -16.850646 -17.775851 2.2 1.1 -0.2 -0.65
Br 12.930985 -6.679531 -13.101916 -1.0 0.7 0.0 -0.19
C 11.368917 -5.448030 -13.095609 -0.5 0.6 0.0 -0.67
C 10.013494 -6.144630 -13.026196 0.8 -0.6 -0.2 1.08
Br 8.585859 -4.757370 -12.859521 0.7 -0.8 -0.2 -0.17
H 11.357021 -4.872856 -14.021422 0.4 -0.3 -0.2 0.39
H 11.451666 -4.696408 -12.310552 0.4 -0.4 0.3 0.47
H 9.904776 -6.861118 -12.211982 0.0 0.4 0.2 -0.74
H 9.937936 -6.724058 -13.946334 -0.8 0.3 -0.1 -0.23
Br 12.246142 -8.238701 -9.526786 -0.4 -0.4 -0.2 -0.14
C 10.285212 -8.194266 -9.405275 0.2 0.4 -0.2 0.16
C 9.968247 -7.039890 -8.482234 0.3 0.7 -0.2 -0.57
Br 10.169602 -5.273805 -9.443365 -0.2 -0.9 0.6 -0.14
H 9.920328 -9.148874 -9.026236 0.2 0.1 0.1 0.40
H 9.884322 -8.055901 -10.409387 0.3 -0.1 0.1 -0.58
H 10.730337 -7.028273 -7.703021 -0.3 0.3 0.1 0.43
H 8.964145 -7.022383 -8.058491 0.1 -0.1 -0.2 0.32
Br 2.391618 -12.925132 -15.532935 0.9 -0.2 0.0 -0.22
C 4.267916 -12.507902 -14.987286 0.6 0.1 0.9 -0.46
C 5.042052 -13.726587 -14.382752 -0.9 0.7 -0.6 -0.53
Br 6.707351 -13.252015 -13.493516 -0.5 0.3 -0.2 -0.12
H 4.089528 -11.711387 -14.264898 0.2 -0.3 0.2 0.31
H 4.818342 -12.048982 -15.808581 -0.3 -0.4 -0.3 0.21
H 5.322346 -14.393931 -15.197727 -0.2 -0.1 0.3 0.37
H 4.456784 -14.191046 -13.589128 0.0 -0.2 -0.4 0.43
Br 12.727883 -15.140126 -14.377649 -0.5 -0.5 0.1 -0.20
C 10.774349 -15.277290 -14.008690 0.5 -0.1 -0.8 -0.61
C 10.209130 -13.905103 -14.234823 -0.5 0.5 0.2 0.66
Br 10.775936 -12.803971 -12.706169 -0.5 0.0 -0.5 -0.09
H 10.701405 -15.709887 -13.010865 -0.2 0.5 0.0 0.45
H 10.335217 -15.982929 -14.713907 0.3 0.0 -0.2 0.40
H 9.130321 -13.819073 -14.364659 -0.1 -0.6 0.9 -0.34
H 10.462437 -13.442055 -15.188520 1.1 0.0 0.3 -0.48
Br 7.576792 -11.370208 -10.580205 0.0 1.0 -0.6 -0.16
C 7.306164 -9.777559 -11.762260 1.6 -0.2 -0.4 0.54
C 6.180740 -8.946232 -11.309507 -0.7 -0.3 -0.1 -0.48
Br 6.805574 -8.049963 -9.632568 -1.1 -0.2 -0.8 -0.17
H 7.308321 -10.100733 -12.803243 -0.7 -0.5 0.1 -0.18
H 8.191558 -9.142066 -11.780518 0.5 -0.5 0.5 -0.37
H 5.296301 -9.575655 -11.211031 -0.1 0.2 1.0 0.46
H 5.884618 -8.233669 -12.079355 0.5 0.6 0.3 0.44

---

30
Properties=species:S:1:pos:R:3:forces:R:3:mulliken_charge:R:1 method="wB97M-V/def2-TZVPD" spin_multiplicity=1 fmax_ev_per_a=5.90 total_energy_ev=-25472.8827 charge=+1 homo_lumo_gap_ha=0.12023 relative_energy_kcal_mol=4.0
Tl 0.562100 0.148327 0.205909 -1.9 -1.7 -1.7 2.11
O -4.078527 -0.498598 -0.617417 2.1 0.6 0.5 -0.81
C -2.809730 0.010015 -0.904170 -4.7 -3.4 -0.9 -0.14
C -1.900854 -1.064934 -1.618158 0.1 0.8 3.2 -0.62
O -0.650638 -0.546007 -1.414974 3.4 0.5 -2.4 -0.67
H -2.362083 0.530803 -0.068112 1.0 0.1 0.7 0.10
H -2.938596 0.666242 -1.724148 0.3 1.8 -1.2 0.23
H -2.259917 -1.322099 -2.614869 0.4 0.9 -0.4 0.32
H -1.850612 -2.039510 -1.138207 -1.0 -0.8 0.6 0.30
O 0.037547 2.014757 -0.791199 -0.2 2.2 -0.6 -0.51
H 0.679083 2.710392 -0.962491 0.1 0.2 -0.1 0.28
H -0.836039 2.385383 -0.986078 -0.3 -0.5 -0.2 0.32
O 1.275554 -1.967698 -0.236053 0.0 -4.0 -0.4 -0.52
H 0.694482 -2.783957 -0.225990 0.1 1.6 0.5 0.32
H 1.830198 -2.271017 -0.966002 0.4 0.7 -0.1 0.31
O -0.983992 -1.213845 1.238440 -1.4 -2.2 2.0 -0.54
H -1.674425 -1.625239 0.675153 0.0 0.5 -0.4 0.25
H -1.217097 -1.615478 2.114521 0.5 0.5 -0.8 0.21
O 2.239115 1.776112 0.812792 1.2 0.7 -0.1 -0.58
H 3.043936 2.161599 0.422229 -0.3 -0.3 -0.1 0.27
H 2.055867 2.344212 1.562980 -0.3 0.2 0.4 0.30
O 2.058765 0.169296 -1.521697 2.8 0.7 -0.1 -0.62
H 1.661432 -0.277039 -2.251574 -1.1 -0.5 -1.1 0.29
H 3.033835 0.087372 -1.654813 -1.0 0.1 0.2 0.30
O -0.377269 1.232409 1.853712 -2.1 3.4 1.9 -0.57
H -0.952283 0.811012 2.511923 0.2 -0.6 -0.1 0.31
H -0.904024 2.097784 1.749334 1.3 -1.5 -0.3 0.33
O 1.909895 -0.584583 1.888274 2.4 2.2 1.2 -0.54
H 2.669021 -0.011273 2.214803 -1.4 -0.5 -0.9 0.29
H 2.045257 -1.324440 2.445884 -0.4 -1.9 0.6 0.26

---

14
Properties=species:S:1:pos:R:3:forces:R:3:mulliken_charge:R:1 method="wB97M-V/def2-TZVPD" spin_multiplicity=1 fmax_ev_per_a=3.49 smiles=C#CCC.C#C total_energy_ev=-6346.7076 homo_lumo_gap_ha=0.39119 relative_energy_kcal_mol=94.0
C 2.501868 -0.208856 -0.977243 0.3 1.1 1.8 -0.52
C 0.242334 1.637394 0.944795 1.0 0.6 0.7 -0.57
C 2.545450 0.159247 0.175449 0.1 -1.4 -3.2 -0.50
C -0.680778 0.887971 0.901986 -0.4 0.2 -1.7 -0.01
C -1.175955 -1.126272 -0.475505 -0.1 2.6 1.7 -1.20
C -1.733750 0.061778 0.344616 -1.5 0.4 -0.1 -0.22
H 2.525391 -0.279446 -2.023217 -0.1 -0.4 -0.6 0.40
H 1.149021 2.174427 1.051743 -0.1 0.3 0.1 0.46
H 2.555411 0.317486 1.183849 0.1 0.3 1.9 0.61
H -1.917381 -1.722840 -0.819166 -2.6 -2.1 -0.6 0.42
H -0.527875 -1.642082 0.154378 1.4 -1.1 0.6 0.37
H -0.744389 -0.759648 -1.358188 1.3 0.7 -0.9 0.28
H -2.327201 -0.157721 1.251909 -0.3 -0.8 -0.8 0.27
H -2.412147 0.658557 -0.355401 0.9 -0.4 1.1 0.22